[1]
# C6H11NO3P2

One molecule with the formula C6H11NO3P2 (ωB97M-V/def2-TZVPD, OMol25).

Output
Energy above the lowest of the compared OMol25 structures with the same formula, charge and spin   0.00 kcal per mole
Charge   0
HOMO   -7.3 eV
SMILES string   COC(=O)C1=C(O)CCN1[PH]#[PH2]
Frontier orbital gap   7.7837 eV

Positions of all 23 atoms, in Å:
C: 1.6143 -3.3955 -0.0266
O: 1.6755 -1.9762 -0.0218
C: 0.5251 -1.3356 -0.2241
O: -0.5308 -1.8990 -0.4475
C: 0.6163 0.0999 -0.1131
C: 1.6075 0.9843 0.0897
O: 2.9160 0.7055 0.2039
C: 1.0502 2.3768 0.2455
C: -0.3797 2.2368 -0.2930
N: -0.7189 0.8366 -0.0995
P: -2.0536 0.1033 -0.9301
P: -3.1033 -0.6046 0.8212
H: 1.7450 -3.7738 -1.0431
H: 0.6499 -3.7309 0.3613
H: 2.4231 -3.7446 0.6120
H: 3.4122 1.5157 0.3734
H: 1.0363 2.6382 1.3103
H: 1.6258 3.1343 -0.2892
H: -1.0964 2.8562 0.2492
H: -0.4164 2.5209 -1.3539
H: -2.7670 1.3324 -0.9101
H: -4.3054 -0.7382 0.1272
H: -2.7658 -1.9355 0.6173

Cartesian forces (eV/Å) of the 2 atoms listed first:
C -0.2 -0.5 0.0
O 0.2 0.4 0.0

Results of the Mulliken charge analysis, in e, for atoms 1 through 6: -0.709, -0.280, 0.834, -0.570, -0.897, 1.025

[2]
# C33H102BN3O22PS

A 16-piece molecular cluster, C33H102BN3O22PS overall (ωB97M-V/def2-TZVPD, OMol25).

Output
Charge   +1
HOMO   -11.2 eV
Frontier orbital gap   9.1139 eV

Positions of all 163 atoms, in Å:
C: 3.5737 4.3964 0.6642
C: 2.6886 3.1943 1.0072
C: 1.3437 3.2863 0.2754
C: 0.4566 2.0298 0.1794
C: -0.5242 2.2251 -0.9818
N: 1.3184 0.8008 -0.0808
C: 2.1695 0.9031 -1.3281
C: 3.6041 0.4074 -1.1089
C: 4.6840 1.4613 -1.3754
C: 5.9678 1.0751 -0.6434
N: 5.8052 1.2960 0.8025
C: 0.4720 -0.4406 -0.0946
P: 1.4199 -2.0656 -0.3837
O: 1.7645 -1.9971 -1.9691
O: 0.0713 -3.0060 -0.3680
C: -0.1977 -0.5779 1.2776
C: 0.7443 -1.0117 2.4206
C: 0.5473 -2.4474 2.9123
C: -0.8762 -2.7274 3.3975
C: -1.2192 -4.2142 3.5278
S: -0.2829 -4.9659 4.8190
O: 1.1142 -5.0316 4.5019
O: -0.6441 -4.3615 6.0583
O: -0.8214 -6.4671 4.8287
O: -0.9833 0.5675 1.5773
C: -0.3606 1.8396 1.4758
N: 0.5105 1.9810 2.6597
B: -1.6375 2.8687 1.5912
O: -1.5274 4.0652 2.2155
C: -3.0671 2.4843 1.0741
C: -3.6203 3.6006 0.1361
H: 3.6664 4.5494 -0.4113
H: 3.2248 5.2936 1.1688
H: 4.5802 4.1962 1.0376
H: 3.2543 2.2853 0.7954
H: 2.5586 3.2130 2.0857
H: 1.5749 3.5870 -0.7504
H: 0.7866 4.1241 0.6953
H: -0.0658 1.9901 -1.9438
H: -0.8197 3.2708 -1.0337
H: -1.4070 1.5976 -0.8915
H: 1.9654 0.6889 0.7063
H: 1.6711 0.3191 -2.0942
H: 2.1909 1.9239 -1.6961
H: 3.7961 -0.4285 -1.7792
H: 3.7396 0.0528 -0.0822
H: 4.3749 2.4437 -1.0194
H: 4.9143 1.5086 -2.4408
H: 6.1684 0.0118 -0.7995
H: 6.8182 1.6099 -1.0699
H: 6.3729 0.6489 1.3306
H: 6.1348 2.2228 1.0390
H: -0.3226 -0.3525 -0.8365
H: 1.0042 -1.9983 -2.5768
H: -0.2880 -3.1653 -1.2456
H: -0.9150 -1.3873 1.1481
H: 0.5906 -0.3589 3.2739
H: 1.7975 -0.8870 2.1499
H: 1.2135 -2.5735 3.7663
H: 0.8779 -3.2009 2.1928
H: -1.0170 -2.2498 4.3694
H: -1.6382 -2.3161 2.7359
H: -2.2641 -4.3082 3.8214
H: -1.0120 -4.7664 2.6116
H: -0.1408 -6.9993 4.3960
H: -0.0292 1.6819 3.4635
H: 0.7708 2.9469 2.8098
H: -0.6517 4.4710 2.2121
H: -3.0740 1.5332 0.5474
H: -3.7409 2.4026 1.9302
H: -2.8301 4.2785 -0.1888
H: -4.0272 3.1629 -0.7696
H: -4.4029 4.1786 0.6169
C: 1.1573 -1.7882 7.3765
O: -0.1641 -1.5232 6.9171
H: 1.7317 -0.8710 7.2672
H: 1.1590 -2.0826 8.4278
H: 1.6264 -2.5787 6.7848
H: -0.6678 -2.3397 7.0098
C: -5.7765 4.2975 -3.5652
O: -4.9459 4.6576 -2.4602
H: -5.5192 3.2840 -3.8566
H: -6.8313 4.3188 -3.2869
H: -5.6090 4.9656 -4.4143
H: -5.1797 5.5525 -2.2019
C: 1.6070 7.3775 2.4819
O: 1.0663 6.0595 2.5029
H: 1.9547 7.5785 1.4710
H: 0.8505 8.1188 2.7479
H: 2.4501 7.4629 3.1718
H: 0.7676 5.8907 3.4097
C: 2.2393 -2.3060 -5.0026
O: 0.8710 -1.9858 -4.7201
H: 2.8471 -1.4374 -4.7620
H: 2.5568 -3.1482 -4.3846
H: 2.3640 -2.5491 -6.0579
H: 0.3517 -2.7653 -4.9526
C: 1.6857 -5.5803 -6.5899
O: 0.3453 -5.1755 -6.2928
H: 2.3311 -4.7337 -6.3742
H: 1.9814 -6.4253 -5.9652
H: 1.7932 -5.8563 -7.6373
H: -0.2286 -5.9304 -6.4762
C: -4.5595 -1.3628 0.9969
O: -3.5867 -0.9847 1.9644
H: -5.3832 -1.8305 1.5296
H: -4.9410 -0.4919 0.4568
H: -4.1536 -2.0821 0.2779
H: -2.8524 -0.5665 1.5034
C: 0.6059 6.5006 6.2234
O: 0.7824 5.4271 5.2843
H: 0.4410 7.4135 5.6614
H: -0.2606 6.3213 6.8582
H: 1.4962 6.6178 6.8434
H: 0.9229 4.6168 5.7789
C: 1.4298 -7.2882 -10.2881
O: 2.3646 -7.5552 -9.2444
H: 0.7244 -6.5510 -9.9105
H: 1.9257 -6.8787 -11.1712
H: 0.8802 -8.1892 -10.5692
H: 2.9936 -8.2046 -9.5672
C: -0.0326 -2.2967 -8.3285
O: -0.8017 -3.4859 -8.3584
H: -0.0046 -1.8976 -9.3397
H: -0.4726 -1.5434 -7.6677
H: 0.9951 -2.4959 -8.0040
H: -0.8125 -3.8467 -7.4643
C: -4.9110 -5.9040 3.9753
O: -4.4947 -5.6921 5.3166
H: -5.9523 -5.5998 3.9092
H: -4.3286 -5.3029 3.2679
H: -4.8343 -6.9574 3.6926
H: -3.5763 -5.9660 5.3914
C: -3.1086 1.2235 6.6283
O: -2.3152 0.6416 7.6492
H: -3.8976 1.7950 7.1117
H: -2.5225 1.9027 5.9993
H: -3.5699 0.4615 5.9924
H: -1.6151 0.1278 7.2291
C: 0.0642 -8.8395 -4.8475
O: -0.7051 -8.2431 -5.8884
H: 1.1001 -8.5515 -5.0063
H: -0.2545 -8.4866 -3.8633
H: -0.0053 -9.9286 -4.8791
H: -1.6227 -8.4962 -5.7606
C: -8.0561 1.2484 -5.1267
O: -7.4573 1.3566 -3.8379
H: -8.9080 1.9228 -5.1425
H: -7.3601 1.5420 -5.9172
H: -8.4092 0.2326 -5.3192
H: -6.7060 0.7599 -3.8133
C: -2.6752 8.4805 6.4775
O: -1.3407 8.8204 6.8441
H: -2.6396 7.5040 5.9993
H: -3.3256 8.4194 7.3528
H: -3.0907 9.2024 5.7706
H: -1.3599 9.6819 7.2681
C: 8.8975 1.0810 -3.3103
O: 8.4917 2.1166 -2.4182
H: 8.1903 0.2623 -3.1958
H: 8.8788 1.4202 -4.3483
H: 9.8979 0.7167 -3.0683
H: 9.1107 2.8456 -2.5089

Cartesian forces (eV/Å) of the 2 atoms listed first:
C 0.3 -0.4 0.2
C 0.1 0.5 0.2

Results of the Mulliken charge analysis, in e, for atoms 1 through 6: -1.610, 0.150, -2.201, 1.496, -2.168, 0.894

[3]
# C39H33BClNO4

A 3-piece molecular cluster, C39H33BClNO4 overall (ωB97M-V/def2-TZVPD, OMol25).

Output
Charge   0
HOMO   -8.4 eV
SMILES string   O=C1c2ccccc2C(=O)c2ccccc21.O=C1c2ccccc2C(=O)c2ccccc21.Cc1ccc(CB(Cl)CCCN)cc1
Frontier orbital gap   7.2941 eV

Positions of all 79 atoms, in Å:
O: -3.8912 5.6408 3.4631
C: -3.3132 4.9262 2.6675
C: -3.9949 3.7468 2.0774
C: -5.3146 3.4720 2.4245
C: -5.9729 2.3953 1.8487
C: -5.3166 1.5892 0.9227
C: -3.9962 1.8493 0.5870
C: -3.3291 2.9243 1.1671
C: -1.9110 3.1828 0.8146
O: -1.3133 2.4346 0.0631
C: -1.2357 4.3728 1.3885
C: 0.0835 4.6481 1.0387
C: 0.7135 5.7759 1.5434
C: 0.0284 6.6340 2.3994
C: -1.2816 6.3556 2.7617
C: -1.9164 5.2220 2.2622
H: -5.8311 4.1000 3.1407
H: -7.0018 2.1855 2.1170
H: -5.8361 0.7557 0.4642
H: -3.4881 1.2163 -0.1302
H: 0.6190 3.9857 0.3690
H: 1.7393 5.9907 1.2667
H: 0.5189 7.5200 2.7856
H: -1.8091 7.0251 3.4308
O: 2.3928 -3.9027 6.4380
C: 1.6954 -4.1542 5.4742
C: 1.6788 -3.2502 4.2969
C: 2.4861 -2.1158 4.2905
C: 2.5069 -1.2861 3.1787
C: 1.7227 -1.5863 2.0680
C: 0.9042 -2.7060 2.0777
C: 0.8745 -3.5379 3.1929
C: -0.0186 -4.7229 3.1981
O: -0.7593 -4.9434 2.2587
C: 0.0126 -5.6378 4.3664
C: -0.7931 -6.7731 4.3702
C: -0.7472 -7.6521 5.4422
C: 0.1043 -7.4011 6.5148
C: 0.8984 -6.2636 6.5214
C: 0.8518 -5.3755 5.4503
H: 3.1021 -1.8813 5.1505
H: 3.1394 -0.4059 3.1738
H: 1.7490 -0.9441 1.1942
H: 0.2927 -2.9322 1.2124
H: -1.4537 -6.9748 3.5354
H: -1.3724 -8.5375 5.4415
H: 0.1461 -8.0937 7.3475
H: 1.5570 -6.0714 7.3601
C: -1.3307 -1.2785 -0.8297
C: -0.1512 -1.1898 -1.8596
C: 0.3065 -2.3732 -2.6070
C: 1.4142 -2.2368 -3.5700
C: 2.0776 -0.9662 -3.7883
C: 3.2435 -0.7332 -4.8293
B: 2.5562 0.0346 -6.0930
Cl: 0.8684 -0.5621 -6.5207
C: 3.2435 1.2333 -6.8995
C: 2.2703 1.8117 -8.0254
C: 1.1146 2.7218 -7.4649
N: 1.4988 3.5072 -6.2551
C: 1.6442 0.2202 -3.0391
C: 0.5363 0.0873 -2.0905
H: -0.8608 -1.2989 0.1856
H: -1.8640 -2.2364 -1.0460
H: -2.0077 -0.3915 -0.8654
H: -0.1805 -3.3694 -2.4660
H: 1.7523 -3.1173 -4.1699
H: 3.6734 -1.7062 -5.1834
H: 4.0383 -0.1168 -4.3373
H: 3.5364 2.0231 -6.1505
H: 4.2009 0.9181 -7.4118
H: 1.8714 0.9777 -8.6623
H: 2.8810 2.4542 -8.7251
H: 0.8651 3.4754 -8.2673
H: 0.1812 2.1413 -7.2008
H: 1.5986 2.8231 -5.4942
H: 0.7125 4.1099 -6.0020
H: 2.1472 1.2000 -3.2135
H: 0.2430 1.0389 -1.5462

Cartesian forces (eV/Å) of the 2 atoms listed first:
O 0.1 -0.1 -0.1
C -0.3 0.4 0.4

Results of the Mulliken charge analysis, in e, for atoms 1 through 6: -0.680, 0.521, 0.510, -0.714, -0.382, -0.641

[4]
# C5H18N11O2Pd

C5H18N11O2Pd as an isolated structure (ωB97M-V/def2-TZVPD, OMol25).

Output
Energy above the lowest of the compared OMol25 structures with the same formula, charge and spin   60.57 kcal per mole
Charge   +3
HOMO (spin up / spin down)   -18.2 / -18.1 eV
Frontier orbital gap (spin up / spin down)   6.6147 / 6.6851 eV

Positions of all 37 atoms, in Å:
Pd: 1.1054 -0.0123 -0.6893
N: 1.3120 -2.2214 -2.4419
N: 2.5529 -2.1790 -3.1028
C: 3.4113 -1.1861 -2.8327
N: 4.5751 -1.0806 -3.4332
N: 2.9577 -0.3257 -1.8955
N: 3.6139 0.7310 -1.4458
O: 4.6968 1.0533 -1.8258
O: 2.9502 1.3327 -0.5840
H: 1.2205 -3.0972 -1.9210
H: 0.5517 -2.1530 -3.1229
H: 2.7855 -2.8832 -3.7992
H: 4.8789 -1.7502 -4.1256
H: 5.2103 -0.3159 -3.2054
N: -1.1060 2.7439 4.3306
C: -0.1034 2.9098 3.2416
C: -0.2082 1.7601 2.2139
N: 0.7655 1.8460 1.1352
H: -1.0332 3.5090 5.0175
H: -0.9561 1.8619 4.8411
H: -2.0666 2.7536 3.9594
H: 0.8919 2.9269 3.6906
H: -0.2752 3.8734 2.7581
H: -1.2031 1.7627 1.7601
H: -0.0436 0.8042 2.7202
H: 1.7221 1.8852 1.4917
H: 0.6244 2.6723 0.5514
N: -4.2647 -2.2820 -1.4463
C: -4.1321 -1.7672 -0.2282
N: -5.1400 -1.7875 0.6283
N: -3.0002 -1.2231 0.2042
C: -1.8625 -0.9414 -0.1952
N: -0.7547 -0.5828 -0.3597
H: -5.1118 -2.7512 -1.7354
H: -3.5138 -2.2451 -2.1154
H: -6.0313 -2.1921 0.3924
H: -5.0195 -1.4491 1.5693

Cartesian forces (eV/Å) of the 2 atoms listed first:
Pd -0.8 1.7 1.8
N -0.2 -0.2 -0.1

Results of the Mulliken charge analysis, in e, for atoms 1 through 6: 1.035, -0.438, -0.125, 0.576, -0.298, -0.467

[5]
# C5H13N2OP

One molecule with the formula C5H13N2OP (ωB97M-V/def2-TZVPD, OMol25).

Output
Energy above the lowest of the compared OMol25 structures with the same formula, charge and spin   64.37 kcal per mole
Charge   0
HOMO   -7.8 eV
SMILES string   C=C(C)NP(N)COC
Frontier orbital gap   8.8039 eV

Positions of all 22 atoms, in Å:
C: 2.2187 -0.1378 1.3879
C: 1.9663 -0.0131 0.0660
C: 2.9795 -0.3722 -0.9672
N: 0.8177 0.5903 -0.4278
P: -0.1565 1.6603 0.4548
N: -1.0660 2.0701 -0.9622
C: -1.3574 0.1458 1.0359
O: -1.8758 -0.4086 -0.2137
C: -2.8876 -1.3866 -0.1897
H: 1.6169 0.2091 2.2436
H: 3.0994 -0.7026 1.7882
H: 2.3916 -0.8101 -1.6926
H: 3.7368 -1.1028 -0.4142
H: 3.3917 0.4733 -1.4254
H: 0.5395 0.7564 -1.3794
H: -1.5541 2.9179 -0.7965
H: -1.6410 1.2904 -1.2557
H: -2.1026 0.4649 1.6820
H: -0.7173 -0.5462 1.4300
H: -2.8532 -2.0974 -0.9782
H: -3.8984 -1.0180 -0.0600
H: -2.6482 -1.9830 0.6742

Cartesian forces (eV/Å) of the 2 atoms listed first:
C 0.5 -0.7 0.9
C 0.2 1.0 1.0

Results of the Mulliken charge analysis, in e, for atoms 1 through 6: -1.108, 0.970, -1.207, -0.235, -0.095, -0.621